Record 1
DFT (ωB97M-V/def2-TZVPD) results for C20H29GaN2 as an isolated structure at a distorted geometry.

Geometry as XYZ:
```
52
Properties=species:S:1:pos:R:3:forces:R:3:mulliken_charge:R:1
C -2.230536 -2.141663 0.882165 -0.70 -1.70 -1.74 -1.4632
H -1.986771 -3.205855 0.949587 0.13 0.14 0.08 0.4253
H -3.231654 -2.056254 1.264098 -0.64 0.21 -0.11 0.3744
H -1.648597 -1.592083 1.494749 2.25 1.57 2.53 0.4663
C -2.065283 -1.635226 -0.543344 0.09 0.45 0.45 1.3783
H -1.954929 -0.539190 -0.528732 -0.37 -0.08 -0.11 -0.6561
H -1.105069 -1.951506 -0.977779 -0.37 -0.37 -0.05 -0.3132
C -3.292607 -2.112839 -1.281188 0.17 -0.20 -0.18 -1.3232
H -3.243879 -1.916753 -2.363721 -0.41 -0.16 0.44 0.3694
H -3.335181 -3.194334 -1.055578 -0.29 0.35 -0.60 0.3706
H -4.163074 -1.658323 -0.770648 0.22 -0.16 -0.72 0.3171
C 0.318448 2.433384 0.198026 -0.57 -0.35 -1.70 1.1955
C -0.888622 2.254778 -0.582979 0.80 0.01 0.92 0.0997
C -1.915007 1.803405 0.276206 0.43 0.94 0.37 1.0359
C -1.425694 1.727861 1.608217 0.79 0.49 -0.48 -0.2690
C -0.068421 2.193703 1.622440 -0.23 -2.16 0.48 0.2488
C 0.836087 2.413515 2.798977 0.39 0.36 0.79 -0.9350
C -2.204143 1.415242 2.826179 -0.36 -0.13 0.63 -1.8764
C -3.344086 1.667072 -0.102764 -0.51 -0.23 -0.16 -1.3368
C -0.999919 2.628714 -2.012416 -0.14 -0.10 -0.80 -1.8573
C 1.568396 3.115886 -0.264329 0.47 0.86 -0.16 -1.1209
Ga 0.999449 0.579070 0.656821 -3.79 1.02 -0.11 0.5019
H -1.580894 1.022505 3.643749 -0.19 0.14 -0.29 0.4505
H -2.653181 2.351879 3.180654 0.00 -0.15 0.09 0.3796
H -3.033685 0.713800 2.671876 0.30 0.14 -0.16 0.3531
H 0.497272 1.822671 3.660447 0.00 0.38 -0.18 0.3691
H 1.874168 2.074633 2.629564 -0.24 0.29 -0.03 0.2865
H 0.917157 3.473913 3.080155 -0.22 -0.25 0.01 0.3391
H 1.824040 2.867919 -1.308125 -0.24 0.12 0.39 0.3536
H 1.470332 4.209960 -0.188178 0.12 -0.25 -0.07 0.3707
H 2.436363 2.825532 0.348170 -0.10 0.29 -0.07 0.3701
H -1.822522 2.103917 -2.516620 0.24 0.13 0.18 0.4313
H -1.200916 3.708788 -2.122694 0.09 -0.34 0.13 0.3605
H -0.081979 2.412736 -2.580706 -0.26 0.10 0.23 0.3690
H -3.810342 0.767695 0.314048 0.12 0.11 0.00 0.3176
H -3.919949 2.523102 0.274153 0.16 -0.12 0.00 0.3713
H -3.492947 1.645062 -1.185524 0.10 -0.05 0.17 0.3316
N 4.146071 -0.737355 -0.207599 0.06 0.60 0.46 0.0522
C 3.128465 -0.147834 0.423658 1.22 -2.53 -1.82 -0.6497
N 1.983902 -0.828072 0.097502 1.21 0.00 0.28 0.2252
C 2.326328 -1.904747 -0.773907 -0.11 -0.14 1.16 0.8000
C 1.616605 -3.044646 -1.164210 -0.45 -0.18 -0.58 -0.1781
C 2.337803 -4.097268 -1.751505 -0.29 0.57 -0.05 -0.8080
C 3.730088 -3.987832 -1.960863 0.83 0.75 0.62 -0.4512
C 4.436814 -2.843778 -1.545601 -0.11 -0.68 -0.31 -0.9230
C 3.703871 -1.855199 -0.908151 0.27 0.28 -0.11 0.4636
H 5.100489 -0.413433 -0.150821 0.17 -0.11 0.04 0.2528
H 3.259621 0.689461 1.106313 -0.02 -0.05 -0.07 0.5398
H 0.526021 -3.043737 -1.048534 0.59 -0.39 0.00 0.3531
H 1.839713 -5.017372 -2.095322 0.12 0.65 0.36 0.4173
H 4.309838 -4.825959 -2.361000 -0.41 0.37 -0.05 0.4070
H 5.512547 -2.694946 -1.654916 -0.29 -0.44 -0.07 0.4134
```
Forces are in eV/Å.

As for the multiplicity: 1. Its net charge is +2. The value obtained for the LUMO energy (alpha / beta) is -7.975 / -7.976 eV. The value obtained for the HOMO energy (alpha / beta) is -14.996 / -14.995 eV. The value obtained for the largest force on an atom is 3.9 eV/A.

***

Record 2
DFT (ωB97M-V/def2-TZVPD) results for C20H29IrN2PS2 as an isolated structure at a distorted geometry.

Geometry as XYZ:
```
55
Properties=species:S:1:pos:R:3:forces:R:3:mulliken_charge:R:1
Ir 0.186865 0.745611 0.322516 -0.52 2.07 -1.65 1.8207
C 2.569565 1.780411 1.006016 -0.10 -0.47 -0.52 -0.5310
C 2.181765 2.993511 0.429916 0.02 0.01 0.08 -0.1718
C 1.037165 3.650811 0.876016 -0.22 -0.13 -0.12 -0.6592
C 0.264265 3.094411 1.892316 0.07 -0.09 -0.02 -0.5964
C 0.639765 1.876311 2.482716 -0.11 -0.60 0.17 -0.4358
C 1.813265 1.220011 2.049716 -0.52 -0.47 0.24 -0.4730
H 3.515765 1.331811 0.737016 0.02 -0.08 -0.10 0.5095
H 2.822365 3.466511 -0.298884 0.02 0.00 -0.18 0.5944
H 0.778765 4.619111 0.477316 -0.06 0.11 -0.12 0.5220
H -0.568735 3.647311 2.298016 -0.21 0.01 -0.05 0.4993
H 0.131165 1.532011 3.372616 -0.08 -0.08 -0.01 0.6442
H 2.211465 0.391111 2.621516 -0.08 -0.09 -0.07 0.5992
C 2.181065 1.483711 -2.903084 0.60 0.08 -0.19 -1.2401
C 0.711865 1.448911 -2.936784 -0.06 -0.02 -1.33 0.4426
N -0.090735 1.305811 -1.914784 -0.25 -1.07 1.95 -0.0290
C -1.420135 1.370711 -2.274084 -0.23 0.05 -2.12 -0.0313
C -1.613935 1.523811 -3.638784 0.06 -0.20 1.63 -0.6696
S -0.144235 1.624311 -4.461884 0.86 -0.06 1.32 -0.0393
C -2.430435 1.335111 -1.264884 -2.01 0.16 -0.30 0.1290
C -3.794535 1.510811 -1.448484 1.56 -0.19 -0.05 -0.7153
S -4.620335 1.515311 0.023416 1.51 -0.28 0.92 -0.0275
C -3.094135 1.260711 0.863116 -1.49 0.01 0.06 0.3070
N -2.070335 1.176111 0.054716 2.05 -0.74 -0.20 0.1163
C -3.042635 1.159711 2.327916 0.03 0.13 0.56 -0.9898
H 2.576565 1.256111 -1.914984 -0.05 -0.09 -0.02 0.1216
H 2.537265 2.472511 -3.205984 -0.02 0.01 0.10 0.4166
H 2.600265 0.795711 -3.638984 0.04 -0.09 0.12 0.4587
H -2.548735 1.573611 -4.161284 -0.22 0.07 -0.10 0.4487
H -4.318135 1.630511 -2.380184 -0.02 0.09 -0.11 0.4369
H -3.990235 0.818411 2.738316 0.01 -0.13 0.00 0.4965
H -2.865535 2.142811 2.770016 0.04 0.06 -0.01 0.2948
H -2.244735 0.492511 2.646016 0.00 -0.14 0.02 0.0653
C 2.425565 -3.559189 -1.076184 0.06 -0.19 -0.01 -1.3685
C 2.148065 -2.072089 -0.900484 -0.24 0.96 0.14 -0.3042
P 0.653065 -1.675289 0.117116 -0.05 -0.67 -0.36 0.4350
C -0.692935 -2.597689 -0.750884 -0.10 0.87 0.13 -0.7115
C -2.063335 -2.449589 -0.106784 -0.12 -0.09 0.06 -1.0941
C 0.986765 -2.612589 1.678016 -0.17 0.95 0.02 -0.7933
C 0.043665 -2.313789 2.830316 -0.12 -0.21 0.25 -0.9941
H 3.301565 -3.662689 -1.716584 0.00 0.04 0.01 0.4295
H 1.612865 -4.080789 -1.568684 -0.10 -0.08 -0.03 0.3696
H 2.661865 -4.052689 -0.139684 -0.02 -0.07 0.11 0.3581
H 2.003265 -1.605789 -1.877184 0.03 0.11 -0.01 0.2892
H 3.003565 -1.593989 -0.417584 0.02 0.11 -0.05 0.3630
H -0.409735 -3.653889 -0.772484 0.27 0.17 0.03 0.5460
H -0.714135 -2.225289 -1.781884 0.09 -0.10 0.06 0.4422
H -2.101635 -2.932789 0.866816 -0.04 0.03 0.01 0.3250
H -2.806435 -2.942289 -0.730384 -0.07 0.07 -0.02 0.4235
H -2.334035 -1.400189 0.008816 -0.12 -0.03 -0.01 0.0974
H 2.017265 -2.378189 1.964216 -0.01 -0.12 -0.10 0.4933
H 0.931665 -3.673789 1.417916 0.08 0.13 -0.24 0.6042
H 0.045865 -1.255689 3.092916 -0.01 0.05 0.08 0.1061
H 0.363065 -2.886789 3.702316 -0.02 0.14 0.02 0.4330
H -0.977535 -2.621089 2.614216 0.00 0.08 0.02 0.2362
```
Forces are in eV/Å.

As for the multiplicity: 1. Its net charge is +3. The value obtained for the LUMO energy is -12.122 eV. The value obtained for the HOMO energy is -17.267 eV. The value obtained for the largest force on an atom is 2.7 eV/A.

***

Record 3
DFT (ωB97M-V/def2-TZVPD) results for an isolated ion of composition C20H29N2O2 and charge +1 at a distorted geometry.

Geometry as XYZ:
```
53
Properties=species:S:1:pos:R:3:forces:R:3:mulliken_charge:R:1
O -0.185836 -1.077169 -0.377046 0.26 -0.33 0.14 -0.6832
C -0.639330 0.055333 -0.343470 -0.46 0.33 -0.58 0.7052
N -0.463253 0.966955 0.595806 0.03 0.32 0.26 -0.0575
H -0.897051 1.872259 0.487864 -0.04 -0.07 -0.13 0.3794
C 0.350502 0.790719 1.815601 -0.01 -0.18 -0.11 1.3198
C 1.803931 0.498227 1.437680 0.08 -0.03 0.10 -1.4380
C 2.631776 0.361057 2.716641 0.24 -0.02 -0.05 0.3687
C 2.081245 -0.789636 3.557366 -0.03 0.03 -0.03 -1.3023
C 0.628846 -0.496140 3.929319 -0.10 -0.17 0.16 0.3801
C 0.554892 0.802650 4.730264 0.00 -0.02 -0.05 -1.4275
C 1.108279 1.949947 3.886903 -0.02 0.21 0.12 0.4178
C 2.561678 1.661589 3.515090 -0.03 -0.03 -0.03 -1.4261
H 3.162458 1.571986 4.420760 0.06 0.04 0.05 0.4909
H 2.968444 2.486002 2.925653 0.06 0.05 0.00 0.4630
C 0.274842 2.091664 2.610750 0.08 -0.06 0.09 -1.9508
H -0.764269 2.308737 2.871554 -0.09 0.02 -0.03 0.5785
H 0.660778 2.918326 2.008722 -0.01 0.06 -0.08 0.5822
H 1.051912 2.883876 4.454178 -0.01 -0.05 -0.05 0.2587
H 1.137855 0.705061 5.646664 0.00 0.01 0.09 0.4905
H -0.479042 1.010570 5.013886 -0.05 0.01 0.06 0.4586
C -0.205772 -0.361613 2.654424 0.08 -0.03 0.11 -1.4409
H -1.250120 -0.162325 2.907382 -0.07 0.03 -0.02 0.4378
H -0.159812 -1.287574 2.080082 -0.04 -0.01 -0.02 0.4851
H 0.229834 -1.319750 4.529048 0.01 0.04 -0.04 0.2585
H 2.678345 -0.904454 4.462755 0.05 -0.05 0.05 0.4717
H 2.141050 -1.723696 2.995518 0.03 -0.08 0.00 0.4691
H 3.671028 0.152987 2.445268 -0.06 0.01 0.00 0.2593
H 1.853543 -0.425994 0.860932 0.00 0.01 -0.04 0.4792
H 2.194579 1.310883 0.820433 -0.01 0.05 -0.05 0.4466
C -1.541586 0.476690 -1.538793 0.13 0.38 0.66 -1.3434
N -1.491328 -0.654096 -2.479907 0.57 -0.59 0.16 0.7288
C -0.635407 -0.395851 -3.637274 0.47 0.13 -0.51 -0.1743
C 0.564807 -1.077332 -3.743557 -0.18 -0.01 0.16 -0.0878
C 1.383046 -0.839028 -4.836139 -0.05 0.06 -0.06 -0.9275
C 0.997676 0.069826 -5.807677 0.05 -0.04 0.03 -0.3891
C -0.206065 0.746486 -5.691662 -0.06 -0.01 0.07 -0.8688
C -1.030245 0.517592 -4.602815 -0.04 -0.07 0.14 -0.1457
H -1.968978 1.043234 -4.513535 -0.13 0.08 0.01 0.4484
H -0.507254 1.452938 -6.448605 -0.04 0.07 -0.07 0.4037
H 1.635123 0.251682 -6.658172 0.07 0.02 -0.08 0.4195
H 2.319350 -1.365996 -4.926174 0.09 -0.06 0.00 0.4093
H 0.855829 -1.784037 -2.980897 0.04 -0.09 0.10 0.5026
C -2.799255 -1.241010 -2.848855 -0.76 -0.67 0.05 -0.6805
H -2.653029 -1.817358 -3.764634 0.05 0.14 0.09 0.3942
C -3.239902 -2.200186 -1.743335 -0.18 0.28 -0.03 -0.4875
O -2.159941 -3.084458 -1.564548 0.11 -0.18 -0.14 -0.5356
H -2.364687 -3.742874 -0.893629 0.04 0.03 0.03 0.3359
H -3.458780 -1.656220 -0.813197 -0.04 -0.02 -0.09 0.2946
H -4.148424 -2.723909 -2.061964 0.06 0.16 -0.01 0.4702
H -3.540036 -0.461569 -3.028367 0.11 0.01 0.00 0.4054
H -0.991285 -1.400519 -1.881005 -0.20 0.47 -0.30 0.4693
H -2.560516 0.649949 -1.188678 0.03 -0.07 -0.08 0.4137
H -1.160447 1.385571 -2.006611 -0.09 -0.13 -0.02 0.4705
```
Forces are in eV/Å.

As for the multiplicity: 1. Its net charge is +1. The value obtained for the LUMO energy is -2.265 eV. The value obtained for the HOMO energy is -12.479 eV. As for the SMILES: O=C(C[N@@H+](CCO)c1ccccc1)N[C@]12C[C@H]3C[C@H](C[C@H](C3)C1)C2. The value obtained for the largest force on an atom is 1.0 eV/A.